# C54H54AsCoGeN2PS

C54H54AsCoGeN2PS as an isolated structure (ωB97M-V with the def2-TZVPD basis set, the OMol25 dataset).

HOMO energy (spin up / spin down) = -9.1758 / -9.3551 eV
HOMO-LUMO gap (spin up / spin down) = 6.5 / 6.7 eV
LUMO energy (spin up / spin down) = -2.6 / -2.7 eV
Charge = +1
⟨S²⟩ = 2.0217
Spin multiplicity = 3

Element x y z (Å)
1 Co 0.540 0.827 0.542
2 C -1.059 0.414 1.739
3 C -0.788 0.052 3.102
4 C 0.222 0.691 3.827
5 C 0.328 0.406 5.173
6 C -0.406 -0.577 5.838
7 C -1.254 -1.338 5.045
8 C -1.578 -1.047 3.703
9 H -1.312 1.494 1.589
10 H -1.672 -0.319 1.183
11 H 0.781 1.536 3.348
12 H 0.991 0.998 5.726
13 H -0.283 -0.665 6.899
14 H -1.766 -2.185 5.485
15 H -2.634 -1.171 3.417
16 S 2.553 0.605 1.173
17 C 3.613 -0.235 0.023
18 N 3.708 0.144 -1.240
19 C 4.598 -0.468 -2.293
20 C 5.751 -1.276 -1.659
21 C 5.363 -1.948 -0.343
22 N 4.409 -1.159 0.481
23 H 3.125 0.955 -1.536
24 H 4.935 0.398 -2.918
25 H 3.927 -1.061 -2.968
26 H 6.677 -0.686 -1.561
27 H 6.082 -2.077 -2.374
28 H 6.240 -2.151 0.292
29 H 4.908 -2.964 -0.462
30 H 4.494 -1.253 1.483
31 C 0.041 -2.599 1.301
32 Ge -0.888 -2.924 2.921
33 C -2.403 -4.116 2.430
34 C -3.553 -3.569 1.788
35 C -4.380 -4.448 1.073
36 C -4.141 -5.795 1.045
37 C -3.125 -6.370 1.788
38 C -2.176 -5.558 2.351
39 C 0.608 -3.595 4.122
40 C 1.878 -3.116 3.920
41 C 3.028 -3.853 4.262
42 C 2.880 -5.038 4.950
43 C 1.636 -5.488 5.314
44 C 1.516 -6.692 6.073
45 C 0.329 -7.225 6.423
46 C -0.823 -6.462 6.169
47 C -0.791 -5.268 5.441
48 C 0.467 -4.755 4.978
49 H 0.783 -3.356 1.052
50 H 0.611 -1.646 1.360
51 H -0.621 -2.574 0.466
52 H -3.775 -2.509 1.856
53 H -5.256 -4.010 0.447
54 H -4.812 -6.400 0.442
55 H -3.034 -7.482 1.848
56 H -1.281 -5.942 2.852
57 H 2.046 -2.171 3.482
58 H 4.003 -3.404 4.013
59 H 3.725 -5.693 5.283
60 H 2.445 -7.278 6.194
61 H 0.155 -8.247 6.818
62 H -1.748 -6.740 6.672
63 H -1.699 -4.761 5.121
64 C 0.547 2.573 -2.140
65 C -0.200 3.339 -3.168
66 As 0.970 4.794 -3.955
67 C 1.011 6.012 -2.413
68 C 1.856 7.087 -2.504
69 C 2.177 7.817 -1.386
70 C 1.550 7.612 -0.168
71 C 0.524 6.624 -0.091
72 C 0.300 5.794 -1.177
73 C -0.458 5.504 -5.066
74 C -1.428 4.727 -5.654
75 C -2.452 5.273 -6.443
76 C -2.505 6.659 -6.544
77 C -1.605 7.473 -5.861
78 C -0.506 6.888 -5.216
79 P -0.282 0.982 -1.484
80 C -2.021 1.496 -1.504
81 C -3.054 0.688 -1.978
82 C -4.374 1.041 -1.788
83 C -4.722 2.178 -1.034
84 C -3.668 3.040 -0.611
85 C -2.339 2.677 -0.807
86 C -0.155 -0.275 -2.858
87 C -0.729 -0.058 -4.067
88 C -0.680 -1.097 -5.061
89 C -0.089 -2.337 -4.767
90 C 0.540 -2.497 -3.482
91 C 0.544 -1.482 -2.589
92 H 0.861 3.291 -1.294
93 H 1.525 2.324 -2.633
94 H -1.209 3.691 -2.915
95 H -0.323 2.681 -4.067
96 H 2.220 7.399 -3.508
97 H 2.935 8.532 -1.585
98 H 1.854 8.199 0.702
99 H 0.117 6.431 0.936
100 H -0.488 5.032 -1.101
101 H -1.370 3.639 -5.622
102 H -3.113 4.629 -7.063
103 H -3.310 7.064 -7.198
104 H -1.642 8.572 -5.983
105 H 0.372 7.464 -4.981
106 H -2.794 -0.161 -2.604
107 H -5.168 0.536 -2.288
108 H -5.740 2.382 -0.654
109 H -3.945 3.965 -0.113
110 H -1.513 3.196 -0.373
111 H -1.313 0.846 -4.241
112 H -0.885 -0.880 -6.117
113 H -0.066 -3.141 -5.470
114 H 1.027 -3.427 -3.348
115 H 1.076 -1.652 -1.633

Cartesian forces (eV/Å) of the 6 atoms listed first:
-0.96 -0.36 0.07
-0.68 -0.14 0.68
-1.23 -0.34 -2.33
-0.09 0.76 0.97
-0.02 0.72 -1.40
-0.99 -1.03 -1.52

=====

# C54H56FN8O5W

C54H56FN8O5W as an isolated structure (ωB97M-V with the def2-TZVPD basis set, the OMol25 dataset).

HOMO energy (spin up / spin down) = -12.3273 / -13.8472 eV
HOMO-LUMO gap (spin up / spin down) = 5.0 / 6.6 eV
LUMO energy (spin up / spin down) = -7.3 / -7.3 eV
Charge = +3
⟨S²⟩ = 2.0291
Spin multiplicity = 3

Element x y z (Å)
1 W 0.028 -0.021 -0.207
2 C -3.388 3.663 -5.279
3 C -2.518 3.130 -4.173
4 C -1.629 3.938 -3.509
5 C -0.787 3.482 -2.458
6 C 0.004 4.486 -1.859
7 N 0.931 4.519 -0.920
8 C 1.880 3.495 -0.476
9 C 2.788 4.031 0.625
10 C 2.128 4.076 2.013
11 N 1.911 2.727 2.505
12 C 2.829 2.009 3.086
13 C 2.831 0.600 3.127
14 C 3.811 -0.071 3.890
15 C 3.972 -1.439 3.840
16 C 4.995 -2.146 4.685
17 C 3.187 -2.149 2.937
18 C 2.210 -1.536 2.144
19 C 1.451 -2.353 1.256
20 N 0.497 -1.975 0.462
21 C -0.185 -3.078 -0.233
22 C -1.700 -2.900 -0.087
23 C -2.275 -2.122 -1.256
24 N -1.713 -0.764 -1.336
25 C -2.224 -0.045 -2.271
26 C -1.886 1.288 -2.705
27 C -2.645 1.806 -3.755
28 C -0.900 2.106 -2.090
29 O -0.173 1.598 -1.157
30 C 1.956 -0.147 2.284
31 O 0.985 0.416 1.651
32 H -3.064 4.654 -5.590
33 H -4.424 3.725 -4.944
34 H -3.367 3.000 -6.145
35 H -1.568 4.981 -3.800
36 H -0.244 5.484 -2.206
37 H 1.265 5.457 -0.735
38 H 2.498 3.184 -1.322
39 H 1.355 2.615 -0.125
40 H 3.141 5.035 0.369
41 H 3.662 3.381 0.677
42 H 1.168 4.588 1.974
43 H 2.780 4.612 2.704
44 H 1.116 2.199 2.139
45 H 3.672 2.537 3.523
46 H 4.455 0.519 4.532
47 H 5.120 -1.653 5.647
48 H 5.963 -2.145 4.181
49 H 4.708 -3.183 4.853
50 H 3.322 -3.221 2.846
51 H 1.714 -3.410 1.266
52 H 0.120 -4.040 0.181
53 H 0.102 -3.052 -1.289
54 H -1.906 -2.369 0.846
55 H -2.186 -3.874 -0.036
56 H -3.364 -2.067 -1.188
57 H -2.027 -2.651 -2.182
58 H -3.062 -0.475 -2.824
59 H -3.374 1.157 -4.227
60 F -1.821 -1.048 -6.540
61 C -0.511 -0.889 -6.237
62 C -0.195 -0.919 -4.909
63 C 1.111 -0.682 -4.472
64 C 1.419 -0.530 -3.070
65 O 0.548 -0.775 -2.179
66 C 2.736 -0.111 -2.756
67 C 3.683 -0.085 -3.740
68 N 3.422 -0.350 -5.032
69 C 4.526 -0.459 -5.968
70 C 4.696 -1.748 -6.720
71 C 5.658 -1.384 -5.634
72 C 2.114 -0.532 -5.448
73 C 1.771 -0.563 -6.800
74 C 0.456 -0.689 -7.247
75 N 0.163 -0.679 -8.612
76 C -1.209 -0.854 -9.105
77 C -1.218 -0.904 -10.633
78 N -0.010 -1.648 -11.094
79 C 1.234 -0.857 -10.791
80 C 0.993 0.035 -9.566
81 C 3.071 0.318 -1.358
82 O 4.187 0.707 -1.080
83 O 2.082 0.294 -0.530
84 H -0.980 -1.083 -4.187
85 H 4.711 0.142 -3.485
86 H 4.766 0.476 -6.460
87 H 5.032 -1.716 -7.747
88 H 3.982 -2.535 -6.515
89 H 6.653 -1.066 -5.909
90 H 5.608 -1.939 -4.707
91 H 2.571 -0.494 -7.520
92 H -1.879 -0.047 -8.794
93 H -1.603 -1.789 -8.712
94 H -1.178 0.088 -11.078
95 H -2.126 -1.394 -10.977
96 H -0.065 -1.850 -12.093
97 H 0.023 -2.548 -10.609
98 H 1.484 -0.243 -11.655
99 H 2.050 -1.554 -10.613
100 H 0.509 0.972 -9.865
101 H 1.952 0.306 -9.140
102 N -1.435 0.617 0.904
103 C -2.481 1.323 1.065
104 C -2.502 2.548 1.918
105 C -3.614 2.845 2.704
106 C -3.685 4.049 3.384
107 C -2.656 4.974 3.264
108 C -1.548 4.688 2.479
109 C -1.465 3.471 1.820
110 C -3.794 1.133 0.349
111 C -4.552 -0.031 0.399
112 C -5.759 -0.106 -0.285
113 C -6.218 0.975 -1.022
114 C -5.468 2.142 -1.075
115 C -4.269 2.222 -0.387
116 H -4.422 2.129 2.780
117 H -4.551 4.279 3.989
118 H -2.725 5.925 3.773
119 H -0.769 5.433 2.376
120 H -0.637 3.224 1.163
121 H -4.219 -0.862 1.009
122 H -6.359 -1.004 -0.221
123 H -7.174 0.923 -1.525
124 H -5.823 3.000 -1.631
125 H -3.683 3.132 -0.430

Cartesian forces (eV/Å) of the 6 atoms listed first:
-0.31 -3.24 1.93
-0.04 -0.08 0.10
-0.06 0.32 -0.31
0.01 -0.04 0.05
-0.14 -0.43 -0.41
0.09 0.25 0.63

=====

Asked for ΔE to the lowest compared entry with this formula, charge and spin across the records above, the calculation gives 0.687; 0.928 eV in order.